Entry from OMol25: the ion C14H21BClN2O4 with charge +1 in a non-equilibrium geometry (the ωB97M-V functional and the def2-TZVPD basis).

The SMILES is C=CCc1cc(C(=O)OCCCCN)cc(B(O)OC)[n+]1Cl. The value obtained for the HOMO energy is -11.87 eV. Its HOMO-LUMO gap is 7.47 eV. The calculated total energy is -39221.260 eV. Its net charge is +1.

Each line ends with the Mulliken charge.
Geometry (Å):
C 1.53 -4.51 0.59  -0.883
C 0.64 -3.67 1.09  -0.255
C -0.24 -2.86 0.15  -0.781
C -0.55 -1.49 0.66  0.318
C 0.37 -0.83 1.47  -0.253
C 0.12 0.46 1.89  0.515
C 1.16 1.16 2.73  -0.112
O 1.42 0.79 3.82  -0.460
O 1.71 2.24 2.14  -0.423
C 2.46 1.92 0.94  -0.693
C 1.69 2.25 -0.34  -0.667
C 1.65 1.12 -1.37  -0.025
C 3.00 0.77 -2.00  -0.571
N 2.75 0.15 -3.30  -0.571
C -1.06 1.10 1.53  -0.468
C -1.98 0.44 0.73  -0.134
B -3.33 1.19 0.28  0.919
O -3.17 2.42 -0.28  -0.522
O -4.51 0.61 0.59  -0.524
C -5.55 0.57 -0.38  -0.656
N -1.68 -0.82 0.33  0.140
Cl -2.79 -1.60 -0.71  -0.043
H 2.20 -5.05 1.24  0.291
H 1.59 -4.66 -0.47  0.274
H 0.48 -3.58 2.15  0.464
H 0.33 -2.72 -0.78  0.385
H -1.12 -3.43 -0.12  0.456
H 1.29 -1.32 1.76  0.651
H 2.83 0.89 0.98  0.419
H 3.33 2.56 0.99  0.433
H 0.66 2.48 -0.06  0.310
H 2.08 3.14 -0.82  0.500
H 1.00 1.46 -2.18  0.518
H 1.20 0.21 -0.99  -0.302
H 3.45 -0.01 -1.39  0.288
H 3.68 1.63 -2.04  0.349
H 2.12 0.72 -3.85  0.206
H 3.61 -0.01 -3.80  0.231
H -1.25 2.11 1.85  0.564
H -3.62 2.53 -1.13  0.307
H -5.39 -0.23 -1.11  0.274
H -6.48 0.35 0.13  0.248
H -5.67 1.51 -0.92  0.285

=====

Entry from OMol25: a structure of composition C11H16Cl2N7PdS5 in a non-equilibrium geometry (the ωB97M-V functional and the def2-TZVPD basis).

The value obtained for the HOMO energy (alpha / beta) is -10.26 / -10.35 eV. Its HOMO-LUMO gap (alpha / beta) is 5.04 / 5.67 eV. For the energy above the lowest of the compared OMol25 structures with the same formula, charge and spin, the calculation gives 1.648 eV. The calculated total energy is -104789.314 eV. Its net charge is +1.

Each line ends with the Mulliken charge.
Geometry (Å):
Pd -0.64 0.46 0.60  0.515
C 1.12 2.16 3.18  -0.967
S 1.63 1.32 1.64  -0.113
C 1.57 2.61 0.46  0.188
C 0.43 3.30 0.14  0.059
S -1.13 2.98 0.76  -0.265
S 0.67 4.63 -0.98  -0.030
C 2.38 4.38 -1.25  0.093
S 3.25 5.29 -2.29  -0.163
S 3.06 3.07 -0.32  -0.039
H 1.37 1.47 3.99  0.390
H 0.05 2.36 3.18  0.288
H 1.69 3.08 3.28  0.381
C 3.39 -3.59 0.91  -1.254
C 2.04 -3.09 0.57  0.658
C 0.92 -3.77 0.14  -1.021
C -0.08 -2.81 -0.02  0.212
N 0.40 -1.61 0.30  0.649
N 1.69 -1.79 0.64  -0.119
C -1.47 -3.03 -0.47  -1.025
H 3.42 -4.66 0.75  0.338
H 3.63 -3.38 1.95  0.318
H 4.16 -3.11 0.29  0.330
H 0.83 -4.82 -0.03  0.419
H 2.27 -1.01 0.90  0.069
H -1.68 -4.10 -0.50  0.355
H -1.62 -2.62 -1.47  0.214
H -2.19 -2.55 0.19  0.178
N -3.14 1.63 -3.60  -0.588
N -2.02 1.12 -3.06  1.056
N -1.31 0.20 -3.64  -0.961
C -0.38 -0.07 -2.73  -0.369
N -0.55 0.69 -1.65  0.069
N -1.60 1.44 -1.87  -0.120
H -3.19 1.54 -4.61  0.295
H -3.38 2.53 -3.22  0.288
H 0.40 -0.79 -2.85  0.506
Cl -1.71 -0.03 2.85  -0.052
C -3.35 0.13 2.24  -0.417
Cl -3.25 0.05 0.47  -0.085
H -3.75 1.09 2.52  0.340
H -3.95 -0.70 2.61  0.377

=====

Entry from OMol25: a cluster of 6 separate species, C43H46IO11S in total in a non-equilibrium geometry (the ωB97M-V functional and the def2-TZVPD basis).

The value obtained for the HOMO energy is -11.83 eV. Its HOMO-LUMO gap is 8.28 eV. The calculated total energy is -86779.814 eV. Its net charge is +1.

Each line ends with the Mulliken charge.
Geometry (Å):
C -0.20 -2.38 -0.48  -0.822
C -0.32 -1.54 -1.53  -0.418
C -1.35 -0.45 -1.54  -0.250
S -0.62 1.05 -2.22  0.471
C -1.93 2.19 -2.79  -1.127
C -3.35 1.65 -2.62  -0.415
C -3.89 1.99 -1.21  -0.875
I -4.53 2.74 -4.08  0.138
O 0.00 1.73 -0.92  -0.045
C 1.06 2.71 -1.27  -1.010
C 2.20 2.62 -0.25  0.622
C 1.89 3.60 0.89  -1.693
C 3.47 3.04 -1.01  -1.506
C 4.14 1.86 -1.73  1.109
C 4.31 2.08 -3.26  -1.842
C 5.56 1.68 -1.13  -1.916
H -0.22 -3.45 -0.64  0.261
H -0.01 -2.03 0.53  0.299
H 0.35 -1.58 -2.40  0.398
H -1.72 -0.26 -0.52  0.303
H -2.20 -0.78 -2.12  0.465
H -1.81 3.10 -2.19  0.458
H -1.70 2.45 -3.82  0.639
H -3.44 0.60 -2.83  0.559
H -3.03 2.21 -0.57  0.250
H -4.49 2.89 -1.24  0.534
H -4.41 1.14 -0.78  0.037
H 1.46 2.41 -2.24  0.647
H 0.65 3.71 -1.36  0.261
H 2.26 1.59 0.09  0.426
H 0.94 3.32 1.36  0.400
H 1.77 4.59 0.45  0.385
H 2.69 3.60 1.62  0.439
H 4.15 3.45 -0.27  0.462
H 3.22 3.85 -1.71  0.410
H 3.60 0.92 -1.59  0.504
H 5.34 2.37 -3.47  0.420
H 4.14 1.13 -3.76  0.370
H 3.62 2.81 -3.68  0.412
H 5.44 1.20 -0.16  0.395
H 5.97 2.68 -1.00  0.349
H 6.17 1.09 -1.81  0.510
C 5.25 7.80 -3.85  -0.370
C 5.45 6.82 -2.98  -0.343
C 6.13 5.56 -3.37  0.393
O 6.31 4.67 -2.57  -0.511
C 6.59 5.45 -4.78  -0.317
C 6.40 6.43 -5.65  -0.369
C 5.71 7.68 -5.26  0.318
O 5.53 8.58 -6.05  -0.529
H 4.76 8.73 -3.58  0.412
H 5.12 6.88 -1.94  0.449
H 7.09 4.52 -5.04  0.441
H 6.72 6.36 -6.68  0.411
C 7.82 -1.40 0.66  -0.277
C 8.80 -2.18 0.20  -0.359
C 8.50 -3.47 -0.47  0.322
O 9.38 -4.18 -0.89  -0.529
C 7.07 -3.86 -0.60  -0.327
C 6.10 -3.08 -0.14  -0.446
C 6.40 -1.79 0.53  0.508
O 5.51 -1.08 0.95  -0.571
H 8.02 -0.45 1.14  0.426
H 9.84 -1.91 0.28  0.417
H 6.88 -4.81 -1.09  0.407
H 5.05 -3.35 -0.22  0.432
C -6.56 -2.01 0.49  -0.402
C -7.67 -2.23 1.19  -0.440
C -7.85 -1.62 2.54  0.405
O -8.85 -1.83 3.19  -0.553
C -6.76 -0.76 3.06  -0.509
C -5.66 -0.54 2.35  -0.352
C -5.48 -1.15 1.01  0.443
O -4.47 -0.94 0.36  -0.566
H -6.40 -2.44 -0.49  0.455
H -8.47 -2.86 0.83  0.469
H -6.92 -0.33 4.04  0.483
H -4.86 0.09 2.71  0.564
C -8.72 -5.46 3.58  -0.262
C -8.26 -6.35 4.46  -0.427
C -7.46 -7.52 4.02  0.326
O -7.04 -8.33 4.82  -0.532
C -7.19 -7.67 2.57  -0.396
C -7.64 -6.78 1.69  -0.398
C -8.44 -5.61 2.13  0.505
O -8.86 -4.80 1.33  -0.589
H -9.31 -4.60 3.87  0.472
H -8.45 -6.26 5.52  0.435
H -6.60 -8.53 2.28  0.416
H -7.46 -6.87 0.63  0.427
C -1.40 -0.29 4.62  -0.467
C -0.37 -1.10 4.37  -0.408
C -0.58 -2.55 4.11  0.356
O 0.36 -3.29 3.89  -0.563
C -1.97 -3.06 4.13  -0.455
C -3.00 -2.25 4.38  -0.189
C -2.79 -0.80 4.64  0.431
O -3.73 -0.06 4.85  -0.568
H -1.27 0.76 4.81  0.467
H 0.65 -0.76 4.35  0.471
H -2.10 -4.12 3.94  0.446
H -4.03 -2.60 4.40  0.499

=====

Entry from OMol25: a cluster of 2 separate species, C4H10N2O2 in total (the ωB97M-V functional and the def2-TZVPD basis).

The value obtained for the HOMO energy is -8.12 eV. Its HOMO-LUMO gap is 8.91 eV. For the energy above the lowest of the compared OMol25 structures with the same formula, charge and spin, the calculation gives 6.546 eV. The calculated total energy is -11380.357 eV. Its net charge is 0.

Each line ends with the Mulliken charge.
Geometry (Å):
C 0.42 -0.03 -2.18  -0.880
N 0.79 0.03 -0.76  0.135
C 0.02 -1.04 0.11  0.592
N 0.68 -1.12 1.35  -0.560
O 2.22 -0.10 -0.67  -0.477
O -0.56 -1.95 -0.43  -0.569
H 2.33 -0.48 0.22  0.389
H 0.42 -1.98 1.82  0.246
H 0.51 -0.33 1.95  0.218
H -0.65 0.15 -2.25  0.319
H 0.66 -1.01 -2.57  0.312
H 0.98 0.75 -2.70  0.342
C -1.31 0.80 0.47  -0.568
C -1.45 1.40 1.65  -0.645
H -2.38 1.85 2.01  0.250
H -2.21 0.75 -0.16  0.201
H 0.15 0.83 -0.22  0.533
H -0.62 1.49 2.35  0.163

=====

Entry from OMol25: a cluster of 2 separate species, C6H10NPS in total in a non-equilibrium geometry (the ωB97M-V functional and the def2-TZVPD basis).

The SMILES is [H]/P=C1/C=CSC1.C=NC. The value obtained for the HOMO energy is -7.68 eV. Its HOMO-LUMO gap is 7.59 eV. For the energy above the lowest of the compared OMol25 structures with the same formula, charge and spin, the calculation gives 0.570 eV. The calculated total energy is -27995.055 eV. Its net charge is 0.

Each line ends with the Mulliken charge.
Geometry (Å):
H -0.08 -1.75 -1.24  -0.047
P 0.75 -2.23 -0.24  -0.168
C 1.79 -0.93 -0.16  0.516
C 2.80 -0.56 0.78  -0.669
C 3.23 0.69 0.68  -0.237
S 2.44 1.63 -0.57  -0.165
C 1.68 0.17 -1.20  -0.743
H 2.97 -1.26 1.61  0.331
H 3.85 1.18 1.38  0.395
H 2.27 -0.06 -2.07  0.366
H 0.74 0.48 -1.37  0.427
C -2.53 1.49 0.78  -0.332
N -2.22 0.70 -0.15  -0.245
C -3.00 -0.57 -0.13  -0.622
H -1.85 2.38 0.73  0.236
H -3.45 1.40 1.34  0.301
H -3.71 -0.73 -0.90  0.269
H -2.27 -1.35 -0.16  0.074
H -3.42 -0.68 0.89  0.315

=====

Entry from OMol25: a cluster of 13 separate species, C54H74F4O24 in total in a non-equilibrium geometry (the ωB97M-V functional and the def2-TZVPD basis).

The value obtained for the HOMO energy is -9.20 eV. Its HOMO-LUMO gap is 9.19 eV. The calculated total energy is -117201.732 eV. Its net charge is 0.

Each line ends with the Mulliken charge.
Geometry (Å):
C 8.46 4.18 1.46  -0.692
O 7.06 3.75 1.57  -0.297
C 6.12 4.68 1.79  0.741
O 6.30 5.88 1.75  -0.559
O 4.97 4.01 2.05  -0.271
C 3.80 4.65 2.44  -0.637
H 8.77 5.07 2.01  0.311
H 8.87 4.26 0.45  0.296
H 9.01 3.29 1.75  0.271
H 3.92 5.49 3.12  0.313
H 3.06 3.97 2.86  0.232
H 3.42 5.08 1.51  0.289
C -1.78 6.75 -0.69  -0.703
O -2.80 6.28 0.24  -0.295
C -2.79 6.93 1.49  0.754
O -2.00 7.75 1.88  -0.534
O -3.91 6.61 2.19  -0.324
C -4.79 5.58 1.80  -0.570
H -1.31 5.87 -1.13  0.256
H -0.96 7.40 -0.40  0.332
H -2.21 7.22 -1.58  0.283
H -5.71 5.77 2.34  0.281
H -4.50 4.55 2.02  0.296
H -5.09 5.57 0.75  0.220
C -4.99 -4.94 -0.11  -0.704
O -5.76 -5.88 0.63  -0.289
C -5.58 -5.85 1.95  0.828
O -5.09 -4.89 2.58  -0.589
O -5.97 -6.98 2.51  -0.334
C -5.96 -7.10 3.94  -0.589
H -5.31 -4.82 -1.14  0.286
H -3.91 -5.11 -0.05  0.296
H -4.99 -3.93 0.29  0.308
H -6.42 -8.07 4.17  0.207
H -6.62 -6.29 4.26  0.304
H -4.91 -7.11 4.22  0.273
C 8.14 1.39 -6.88  -0.648
O 6.94 2.15 -6.64  -0.316
C 6.99 3.36 -6.08  0.838
O 8.04 4.01 -5.89  -0.612
O 5.80 3.68 -5.72  -0.286
C 5.67 4.93 -5.04  -0.672
H 8.93 1.71 -6.21  0.315
H 8.52 1.59 -7.88  0.280
H 7.98 0.31 -6.96  0.240
H 4.69 5.32 -5.34  0.261
H 6.35 5.76 -5.24  0.320
H 5.69 4.75 -3.97  0.281
C -3.01 4.47 7.18  -0.722
O -4.31 4.15 7.55  -0.273
C -4.77 2.97 7.23  0.813
O -4.19 2.02 6.68  -0.599
O -6.08 2.97 7.65  -0.309
C -6.84 1.83 7.52  -0.640
H -2.31 3.86 7.74  0.321
H -2.75 5.48 7.48  0.288
H -2.64 4.13 6.22  0.310
H -6.21 0.94 7.46  0.337
H -7.46 1.75 6.63  0.253
H -7.50 1.88 8.38  0.220
C -5.70 4.26 -3.48  -0.518
O -6.80 5.01 -3.01  -0.281
C -6.82 6.42 -3.03  0.743
O -6.05 7.21 -3.54  -0.544
O -7.98 6.81 -2.38  -0.298
C -8.24 8.17 -2.12  -0.671
H -4.87 4.46 -2.81  0.202
H -5.49 4.59 -4.50  0.295
H -5.94 3.20 -3.52  0.220
H -7.63 8.58 -1.31  0.292
H -9.21 8.26 -1.64  0.269
H -8.16 8.87 -2.96  0.294
C 4.85 -3.76 -6.00  -0.674
O 5.63 -4.35 -4.97  -0.260
C 6.64 -5.16 -5.32  0.759
O 7.05 -5.44 -6.43  -0.558
O 7.02 -5.69 -4.15  -0.276
C 8.09 -6.60 -4.11  -0.673
H 3.95 -4.34 -6.20  0.284
H 5.42 -3.46 -6.88  0.318
H 4.43 -2.82 -5.63  0.239
H 8.46 -6.56 -3.09  0.230
H 8.92 -6.29 -4.75  0.324
H 7.77 -7.61 -4.39  0.284
C -1.01 0.25 0.78  -0.708
O 0.13 -0.27 0.21  -0.288
C 0.85 0.51 -0.51  0.874
O 0.64 1.67 -0.69  -0.574
O 1.82 -0.19 -0.97  -0.338
C 3.00 0.40 -1.67  -0.586
H -1.81 0.54 0.09  0.288
H -0.77 1.09 1.43  0.293
H -1.43 -0.40 1.54  0.268
H 3.42 1.13 -0.98  0.270
H 2.81 0.82 -2.65  0.278
H 3.72 -0.40 -1.82  0.222
F -1.16 2.63 -7.94  -0.293
C -1.69 1.43 -7.76  0.235
C -1.27 0.70 -6.64  -0.233
C -1.70 -0.54 -6.33  -0.512
C -2.57 -1.18 -7.20  -0.332
C -3.06 -0.45 -8.31  -0.406
C -2.60 0.83 -8.59  -0.297
H -0.60 1.18 -5.94  0.387
H -1.23 -1.07 -5.51  0.370
H -2.86 -2.21 -7.06  0.365
H -3.74 -0.97 -8.95  0.344
H -3.01 1.27 -9.49  0.373
F 8.90 -2.47 -0.03  -0.294
C 9.12 -3.44 0.90  0.342
C 8.18 -4.44 1.08  -0.465
C 8.48 -5.43 1.98  -0.284
C 9.69 -5.57 2.57  -0.433
C 10.69 -4.69 2.26  -0.304
C 10.39 -3.57 1.50  -0.414
H 7.27 -4.41 0.50  0.442
H 7.84 -6.27 2.17  0.309
H 9.88 -6.42 3.21  0.360
H 11.68 -4.86 2.67  0.363
H 11.21 -2.91 1.27  0.379
F -12.10 1.55 1.73  -0.286
C -11.60 0.51 1.06  0.223
C -10.24 0.19 1.26  -0.254
C -9.62 -0.81 0.48  -0.497
C -10.41 -1.45 -0.48  -0.335
C -11.74 -1.13 -0.71  -0.430
C -12.33 -0.12 0.04  -0.254
H -9.61 0.77 1.92  0.374
H -8.59 -1.02 0.76  0.398
H -9.90 -2.22 -1.05  0.333
H -12.43 -1.55 -1.44  0.357
H -13.31 0.23 -0.25  0.370
F 1.11 -0.85 6.23  -0.293
C 1.96 -0.28 7.08  0.296
C 1.59 -0.16 8.43  -0.293
C 2.56 0.33 9.33  -0.518
C 3.87 0.62 8.85  -0.218
C 4.24 0.47 7.54  -0.579
C 3.26 0.02 6.67  -0.235
H 0.64 -0.60 8.71  0.411
H 2.31 0.41 10.38  0.363
H 4.69 0.94 9.48  0.328
H 5.19 0.76 7.12  0.377
H 3.34 -0.24 5.63  0.363
C 0.09 -7.13 0.99  -0.262
C 0.59 -6.77 -0.26  -0.483
C 1.06 -7.77 -1.10  -0.210
C 0.94 -9.10 -0.77  -0.395
C 0.39 -9.46 0.46  -0.242
C -0.08 -8.46 1.38  -0.532
H -0.18 -6.29 1.62  0.363
H 0.79 -5.73 -0.44  0.390
H 1.75 -7.52 -1.89  0.319
H 1.39 -9.84 -1.41  0.341
H 0.44 -10.49 0.78  0.342
H -0.63 -8.77 2.26  0.372